28
Properties=species:S:1:pos:R:3 method="wB97M-V/def2-TZVPD" e_above_lowest_ev=4.592 homo_energy_ev=-8.85 smiles="O=C1CCSSCCC(=O)NCCN1"
H -3.686 0.997 0.728
S -1.727 2.262 -0.330
H 0.805 -0.898 2.859
C -1.054 -0.356 2.307
N 0.219 -0.861 1.963
H -0.564 -0.354 -3.289
C 2.069 -0.923 0.194
C 1.424 1.296 -0.966
H 2.270 -1.437 -0.742
C 0.877 -1.679 0.870
C -2.459 1.184 0.790
N 2.030 0.530 0.052
H 1.305 1.628 -2.947
H 2.999 -1.152 0.612
H -0.109 -1.026 -1.560
C 1.043 0.735 -2.324
H 1.727 1.070 0.926
H 0.019 -1.848 0.239
O -1.194 0.338 3.257
H 1.522 -2.666 1.059
H -2.633 1.696 1.681
H -1.573 -0.708 0.110
C -1.992 -0.221 1.134
S -1.795 0.908 -2.167
H -2.609 -1.032 1.403
C -0.192 -0.016 -2.253
H 2.011 0.028 -2.646
O 1.267 2.503 -0.960